[1]
A molecular structure, C11H34N8O5 in a non-equilibrium geometry. Source: the OMol25 dataset; level of theory: ωB97M-V/def2-TZVPD.

Frontier orbital gap ... 7.58 eV
Energy relative to the best compared isomer or geometry (same formula, charge and spin) ... 244.8 kcal/mol
LUMO ... 0.0162 Eh

Last column: Mulliken charge in e.
Cartesian coordinates (Å):
C  -1.59  -1.50  1.02  0.620
O  -1.56  -1.68  -0.22  -0.701
N  -0.57  -1.14  1.71  -0.157
N  -2.64  -1.76  1.74  -0.237
H  -0.78  -1.17  2.70  0.321
H  0.28  -0.78  1.29  0.436
H  -3.51  -2.05  1.32  0.320
H  -2.49  -1.71  2.73  0.136
C  -0.14  1.24  -3.46  0.226
O  0.43  2.03  -2.70  -0.571
N  -1.28  1.44  -3.94  -0.293
N  0.45  0.10  -3.66  -0.426
H  -1.66  0.72  -4.54  0.163
H  -1.90  2.13  -3.55  0.286
H  0.25  -0.39  -4.53  0.204
H  1.42  0.20  -3.42  0.279
C  0.84  0.49  -0.08  -0.695
O  0.49  1.60  0.22  -0.762
N  1.53  -0.27  0.70  -0.215
N  0.33  -0.13  -1.09  0.276
H  1.60  -1.22  0.38  -0.189
H  1.83  -0.03  1.64  0.417
H  0.78  -0.95  -1.48  0.400
H  -0.11  0.43  -1.81  0.483
C  2.93  -3.84  -0.83  -1.461
C  1.57  -3.12  -0.73  0.361
C  1.02  -2.97  0.73  -0.779
O  2.19  -2.44  1.45  -0.389
C  1.96  -2.05  2.76  -0.612
N  1.78  -1.80  -1.36  -0.980
H  3.48  -3.56  -1.73  0.381
H  2.84  -4.92  -1.01  0.397
H  3.56  -3.72  0.05  0.289
H  0.85  -3.71  -1.30  0.653
H  0.58  -3.93  0.99  0.527
H  0.23  -2.23  0.67  -0.047
H  1.47  -2.95  3.17  0.389
H  1.22  -1.26  2.62  0.388
H  2.86  -1.69  3.26  0.201
H  2.65  -1.43  -0.98  0.274
H  1.94  -1.84  -2.35  0.397
C  -2.13  0.91  1.30  -0.563
C  -2.06  2.25  0.55  0.228
C  -1.15  3.36  1.11  -0.750
O  -1.54  4.63  0.65  -0.344
C  -0.94  5.74  1.18  -0.771
N  -1.74  2.01  -0.87  -0.333
H  -1.20  0.35  1.14  -0.640
H  -2.92  0.22  1.03  0.596
H  -2.34  0.99  2.36  0.401
H  -3.09  2.58  0.67  0.383
H  -0.09  3.15  0.92  0.553
H  -1.31  3.27  2.18  0.336
H  -0.73  5.69  2.25  0.310
H  -1.53  6.62  0.93  0.245
H  0.02  5.82  0.67  0.284
H  -1.54  2.79  -1.48  0.491
H  -0.86  1.53  -0.97  -0.736

=====

[2]
A single C24H28N4O2 molecule. Source: the OMol25 dataset; level of theory: ωB97M-V/def2-TZVPD.

Frontier orbital gap ... 8.97 eV
Energy relative to the best compared isomer or geometry (same formula, charge and spin) ... 60.6 kcal/mol
SMILES ... O=C(CCOc1ccccc1)Nc1ccnn1C1CCN(Cc2ccccc2)CC1
LUMO ... 0.0236 Eh

Last column: Mulliken charge in e.
Cartesian coordinates (Å):
O  -4.98  -1.62  1.38  -0.633
C  -3.89  -1.67  0.87  0.534
N  -3.19  -0.59  0.42  0.094
C  -3.64  0.73  0.44  0.303
C  -4.87  1.26  0.74  -0.809
C  -4.70  2.64  0.59  -0.481
N  -3.46  2.93  0.22  -1.416
N  -2.82  1.76  0.13  1.223
C  -1.42  1.75  -0.20  1.506
C  -1.17  2.42  -1.55  -0.878
C  0.31  2.24  -1.94  -1.072
N  1.10  1.93  -0.77  0.940
C  0.78  2.84  0.32  -0.767
C  -0.61  2.48  0.87  -1.174
H  -0.51  1.85  1.75  0.325
H  -1.15  3.39  1.15  0.423
H  1.54  2.74  1.10  0.480
H  0.80  3.89  -0.03  0.363
C  2.52  1.85  -1.05  -1.530
C  3.28  1.16  0.05  0.731
C  4.63  1.40  0.23  -0.766
C  5.34  0.73  1.21  -0.633
C  4.71  -0.18  2.03  -0.571
C  3.35  -0.43  1.86  -0.738
C  2.64  0.24  0.88  0.114
H  1.59  0.05  0.74  0.480
H  2.85  -1.14  2.50  0.433
H  5.26  -0.71  2.79  0.401
H  6.40  0.93  1.34  0.395
H  5.14  2.12  -0.41  0.418
H  2.64  1.27  -1.97  0.406
H  2.96  2.85  -1.24  0.392
H  0.42  1.41  -2.64  0.482
H  0.67  3.15  -2.45  0.383
H  -1.42  3.48  -1.46  0.326
H  -1.81  1.99  -2.32  0.360
H  -1.07  0.71  -0.27  -1.309
H  -5.41  3.43  0.72  0.471
H  -5.75  0.73  1.04  0.497
H  -2.32  -0.77  -0.07  0.377
C  -3.12  -2.97  0.68  -0.662
C  -2.62  -3.16  -0.76  -0.777
O  -1.54  -2.31  -1.09  -0.607
C  -0.25  -2.68  -0.80  0.900
C  0.74  -1.85  -1.32  -0.073
C  2.07  -2.13  -1.09  -0.424
C  2.43  -3.23  -0.33  -0.593
C  1.45  -4.04  0.19  -0.855
C  0.11  -3.78  -0.03  -0.572
H  -0.63  -4.44  0.39  0.358
H  1.72  -4.90  0.79  0.397
H  3.47  -3.44  -0.15  0.451
H  2.83  -1.48  -1.51  0.357
H  0.44  -0.99  -1.91  0.375
H  -2.34  -4.21  -0.93  0.469
H  -3.41  -2.90  -1.47  0.425
H  -2.28  -2.98  1.37  0.387
H  -3.79  -3.79  0.94  0.366

=====

[3]
A gas-phase ion, C5H9NP (charge +1) in a non-equilibrium geometry. Source: the OMol25 dataset; level of theory: ωB97M-V/def2-TZVPD.

Frontier orbital gap ... 8.41 eV
Energy relative to the best compared isomer or geometry (same formula, charge and spin) ... 32.7 kcal/mol
SMILES ... C[C@@]1([NH3+])C=CC=P1
Net charge ... +1
LUMO ... -0.1658 Eh

Last column: Mulliken charge in e.
Cartesian coordinates (Å):
C  1.75  1.35  -0.08  -0.283
C  0.45  1.23  -0.21  -0.518
C  2.55  0.14  0.08  -0.213
C  0.06  -0.49  -0.07  0.365
C  -0.80  -0.51  1.26  -1.449
N  -0.83  -0.77  -1.25  -0.352
P  1.74  -1.32  0.11  -0.078
H  2.28  2.30  0.06  0.375
H  -0.43  1.95  -0.31  0.365
H  3.64  0.22  -0.03  0.399
H  -0.40  0.17  2.04  0.373
H  -0.78  -1.57  1.77  0.341
H  -1.76  -0.30  0.96  0.495
H  -1.07  0.03  -1.86  0.390
H  -1.83  -1.13  -0.97  0.409
H  -0.63  -1.43  -1.96  0.380